i.
Molecular formula: C3H8O
Method: DFT, the ωB97M-V functional and the def2-TZVPD basis

CARTESIAN COORDINATES (ANGSTROEM)
C (-0.954, 0.374, -1.011)
C (-0.419, 0.523, 0.200)
C (-0.443, -0.513, 1.285)
H (-0.912, 1.164, -1.756)
H (-1.461, -0.548, -1.292)
H (0.092, 1.457, 0.441)
H (0.491, -0.514, 1.854)
H (-1.261, -0.306, 1.985)
H (-0.594, -1.517, 0.877)
O (2.064, -0.362, -0.753)
H (1.159, -0.313, -1.093)
H (2.308, 0.567, -0.667)

The value obtained for the LUMO energy is 1.04 eV. The value obtained for the gap between HOMO and LUMO is 10.941 eV. As for the multiplicity: 1. The molar mass is 60.10 g mol⁻¹.


ii.
Molecular formula: C3H8O
Method: DFT, the ωB97M-V functional and the def2-TZVPD basis

CARTESIAN COORDINATES (ANGSTROEM)
C (0.176, -1.056, 1.072)
C (-0.196, -0.302, -0.159)
C (-0.354, 1.149, -0.220)
O (-0.359, 1.675, -1.406)
H (0.524, -0.387, 1.865)
H (0.996, -1.738, 0.820)
H (-0.647, -1.676, 1.445)
H (1.093, -0.041, -1.488)
H (-0.734, -0.839, -0.939)
H (0.140, 1.674, 0.622)
H (-1.413, 0.863, 0.184)
H (0.773, 0.678, -1.796)

The value obtained for the LUMO energy is 0.01 eV. The value obtained for the gap between HOMO and LUMO is 9.258 eV. As for the multiplicity: 1. The molar mass is 60.10 g mol⁻¹.


iii.
Molecular formula: C3H8O
Method: DFT, the ωB97M-V functional and the def2-TZVPD basis

CARTESIAN COORDINATES (ANGSTROEM)
C (1.265, 0.768, 0.393)
C (-0.081, 0.448, -0.255)
C (-0.592, -0.952, 0.063)
O (-1.960, -1.105, -0.265)
H (1.275, 0.456, 1.444)
H (1.466, 1.843, 0.364)
H (2.094, 0.261, -0.112)
H (-0.847, 1.157, 0.086)
H (-0.007, 0.564, -1.346)
H (-0.514, -1.144, 1.139)
H (0.028, -1.707, -0.448)
H (-2.127, -0.590, -1.062)

The value obtained for the LUMO energy is 1.13 eV. The value obtained for the gap between HOMO and LUMO is 11.387 eV. As for the multiplicity: 1. The molar mass is 60.10 g mol⁻¹.


iv.
Molecular formula: C3H8O
Method: DFT, the ωB97M-V functional and the def2-TZVPD basis

CARTESIAN COORDINATES (ANGSTROEM)
H (-0.077, -0.245, 1.712)
H (0.328, -0.212, 2.337)
C (-1.775, 0.126, -0.237)
C (-1.074, -0.426, -1.222)
H (-2.496, -0.444, 0.345)
H (-1.656, 1.175, 0.027)
H (-0.343, 0.144, -1.789)
H (-1.195, -1.473, -1.489)
C (2.073, 0.333, 0.083)
O (1.814, 0.967, -0.910)
H (1.897, -0.756, 0.156)
H (2.504, 0.810, 0.985)

The value obtained for the LUMO energy is 0.85 eV. The value obtained for the gap between HOMO and LUMO is 10.982 eV. As for the multiplicity: 1. The molar mass is 60.10 g mol⁻¹.


Verdict on stability: iii comes out on top.


i.
Molecular formula: C3H8O
Method: DFT, the ωB97M-V functional and the def2-TZVPD basis

CARTESIAN COORDINATES (ANGSTROEM)
C (-0.561, -2.216, 1.612)
C (-0.353, 1.885, -1.397)
C (0.519, 1.047, -0.414)
O (1.715, 1.195, -0.832)
H (-0.664, -1.139, 1.563)
H (-0.661, -2.628, 0.571)
H (-1.282, -2.780, 2.248)
H (-0.170, 2.907, -1.095)
H (-1.442, 1.568, -1.445)
H (-0.001, 1.816, -2.539)
H (0.438, -2.441, 1.984)
H (2.462, 0.787, -0.255)

The value obtained for the LUMO energy is 0.68 eV. The value obtained for the gap between HOMO and LUMO is 9.134 eV. As for the multiplicity: 1. The molar mass is 60.10 g mol⁻¹.


ii.
Molecular formula: C3H8O
Method: DFT, the ωB97M-V functional and the def2-TZVPD basis

CARTESIAN COORDINATES (ANGSTROEM)
C (0.631, 1.274, -0.670)
C (0.021, 0.745, 0.608)
C (0.795, -0.344, 1.315)
O (-1.036, 1.172, 1.043)
H (-0.012, 2.056, -1.108)
H (0.745, 0.460, -1.405)
H (1.625, 1.707, -0.467)
H (0.904, -1.223, 0.658)
H (1.800, 0.018, 1.589)
H (0.270, -0.654, 2.234)
H (-2.978, -2.324, -1.661)
H (-2.765, -2.886, -2.137)

The value obtained for the LUMO energy is 0.92 eV. The value obtained for the gap between HOMO and LUMO is 10.637 eV. As for the multiplicity: 1. The molar mass is 60.10 g mol⁻¹.


iii.
Molecular formula: C3H8O
Method: DFT, the ωB97M-V functional and the def2-TZVPD basis

CARTESIAN COORDINATES (ANGSTROEM)
C (0.805, 0.464, 1.233)
C (-0.281, 0.479, 0.154)
C (-0.141, -0.697, -0.814)
O (-1.344, -1.030, -1.479)
H (0.967, -0.556, 1.601)
H (0.528, 1.082, 2.093)
H (1.764, 0.833, 0.854)
H (-1.277, 0.409, 0.608)
H (-0.251, 1.430, -0.395)
H (0.129, -1.595, -0.248)
H (0.675, -0.509, -1.530)
H (-1.573, -0.310, -2.076)

The value obtained for the LUMO energy is 1.09 eV. The value obtained for the gap between HOMO and LUMO is 11.350 eV. As for the multiplicity: 1. The molar mass is 60.10 g mol⁻¹.


Verdict on stability: iii comes out on top.


i.
Molecular formula: C4H9NO3
Method: DFT, the ωB97M-V functional and the def2-TZVPD basis

CARTESIAN COORDINATES (ANGSTROEM)
C (-1.726, 0.404, 1.310)
C (-1.450, 0.281, -0.319)
C (-2.367, -0.937, -0.707)
C (0.824, 0.565, -0.296)
H (-0.907, 1.215, 1.737)
H (-1.456, -0.484, 1.762)
H (-2.708, 0.692, 1.547)
H (-1.607, 1.012, -1.124)
H (-3.618, -0.965, 0.365)
H (-2.477, -0.790, -2.070)
H (-1.595, -2.053, -0.321)
H (2.620, 0.644, 0.072)
H (2.782, -1.947, -0.001)
N (2.057, -0.175, -0.233)
O (-0.143, -0.302, -0.282)
O (0.877, 1.783, -0.303)
O (2.126, -1.228, 0.552)

The value obtained for the LUMO energy is 0.37 eV. The value obtained for the gap between HOMO and LUMO is 9.994 eV. As for the multiplicity: 1. The molar mass is 119.12 g mol⁻¹.


ii.
Molecular formula: C4H9NO3
Method: DFT, the ωB97M-V functional and the def2-TZVPD basis

CARTESIAN COORDINATES (ANGSTROEM)
O (-2.954, -0.322, 0.385)
C (-1.944, 0.628, 0.133)
O (-1.813, 1.636, 0.855)
C (-0.480, -0.239, 0.216)
C (0.564, 0.680, -0.432)
C (1.962, 0.123, -0.337)
O (2.324, 0.096, 1.051)
N (-0.538, -1.415, -0.463)
H (-2.038, 0.884, -0.952)
H (-0.328, -0.323, 1.294)
H (0.451, 1.687, 0.007)
H (0.250, 0.712, -1.499)
H (2.700, 0.723, -0.888)
H (1.934, -0.903, -0.738)
H (2.928, -0.632, 1.249)
H (-2.604, -1.124, -0.034)
H (-0.415, -2.211, 0.155)

The value obtained for the LUMO energy is -2.55 eV. The value obtained for the gap between HOMO and LUMO is 7.378 eV. As for the multiplicity: 1. The molar mass is 119.12 g mol⁻¹.


iii.
Molecular formula: C4H9NO3
Method: DFT, the ωB97M-V functional and the def2-TZVPD basis

CARTESIAN COORDINATES (ANGSTROEM)
O (1.892, 1.644, -2.030)
C (0.930, 1.354, -1.334)
N (0.577, 0.001, -1.240)
C (-0.486, -0.606, -0.354)
C (0.464, -1.173, 0.728)
O (1.145, 0.035, 1.508)
C (-1.710, 0.188, 0.045)
O (-1.449, 0.852, 1.264)
H (0.385, 2.048, -0.573)
H (1.110, -0.720, -1.781)
H (-0.931, -1.545, -0.822)
H (-0.016, -1.530, 1.714)
H (1.324, -1.719, 0.062)
H (2.043, 0.090, 1.561)
H (-1.995, 1.068, -0.651)
H (-2.619, -0.455, 0.131)
H (-0.663, 0.467, 1.772)

The value obtained for the LUMO energy is 0.51 eV. The value obtained for the gap between HOMO and LUMO is 10.219 eV. As for the multiplicity: 1. The molar mass is 119.12 g mol⁻¹.


Verdict on stability: iii comes out on top.